Computed, not measured: 8 unconnected molecules or ions with the total composition C50H46BFNO30, with ωB97M-V/def2-TZVPD.

```
129
Properties=species:S:1:pos:R:3:mulliken_charge:R:1
F -5.02 -4.30 -5.17 -0.21
O 2.35 -1.95 5.40 -0.63
O -6.74 -4.38 6.37 -0.58
O 7.23 1.77 -5.30 -0.53
O -3.86 4.82 5.22 -0.57
O 3.51 1.84 5.43 -0.55
O -5.56 -4.07 1.21 -0.56
O 12.96 -1.67 -3.09 -0.56
O 2.66 1.80 -4.20 -0.50
O 7.83 0.29 -2.24 -0.48
O 2.68 -1.73 -3.54 -0.61
O 0.67 2.16 -0.11 -0.46
O -1.58 4.37 1.14 -0.60
O 2.45 4.49 -4.49 -0.59
O 5.09 6.89 5.28 -0.60
O 4.73 2.71 3.16 -0.60
O 11.66 -0.15 -4.93 -0.60
O 3.95 6.00 7.58 -0.57
O 9.17 -1.16 -0.37 -0.62
O -6.61 -6.53 -1.62 -0.50
O -3.77 5.03 -0.33 -0.58
O 3.99 -0.96 -1.28 -0.69
O -0.78 1.67 3.13 -0.52
O -4.89 -7.62 -2.99 -0.48
O 1.76 1.46 2.22 -0.40
O -0.23 -1.80 6.26 -0.58
O 7.04 4.47 -5.51 -0.60
O -6.80 -1.93 5.21 -0.56
O -5.59 -6.54 2.35 -0.58
O -0.68 1.32 -2.31 -0.74
O -6.07 5.39 3.75 -0.61
N -5.97 -4.32 -4.17 0.90
C 0.40 0.79 -2.10 1.44
C -6.48 -4.34 5.18 0.87
C 4.75 5.72 5.30 0.93
C -4.21 -1.58 -0.69 -1.03
C 4.74 4.56 -5.02 -0.92
C -2.60 4.62 1.76 1.03
C 0.22 -0.97 5.28 0.31
C -6.19 -2.93 3.18 -0.92
C 2.93 -0.41 -1.51 1.07
C 1.33 0.65 3.22 0.18
C 11.72 -1.20 -2.83 0.35
C 1.20 1.19 -0.91 0.09
C -5.05 5.18 3.13 0.88
C 11.10 -1.47 -1.68 -0.99
C -5.10 -2.21 -3.12 -0.79
C 4.11 5.16 6.53 0.37
C -6.17 -5.54 4.39 -0.80
C -3.82 -1.79 -2.23 0.65
C 9.09 -0.16 -2.49 0.14
C -3.84 4.98 1.02 0.32
C 11.06 -0.38 -3.89 1.00
C 3.88 3.00 5.43 0.98
C -6.49 -3.02 4.47 0.35
C -3.79 4.85 3.87 0.43
C -3.26 -0.35 -2.74 -1.25
C 6.01 3.88 -5.23 0.97
C 2.15 -0.79 -2.72 0.26
C -5.88 -5.44 3.10 0.19
C 3.64 3.87 -4.69 0.28
C 6.04 2.39 -5.08 0.24
C 2.37 0.63 -0.63 -0.95
C -0.58 -0.06 4.72 -1.11
C 9.75 -0.95 -1.42 0.86
C 4.95 4.83 4.16 -0.79
C 1.64 -1.12 4.85 0.95
C -0.08 0.82 3.66 0.93
C 0.97 -0.22 -2.99 -1.03
C 9.71 0.11 -3.64 -0.75
C -8.20 -3.08 -3.92 -0.76
C 3.68 2.39 -4.52 0.98
C -7.10 -3.46 -4.70 -0.20
C 4.95 1.70 -4.75 -0.90
C -4.98 5.23 1.66 -0.86
C -5.86 -4.12 2.40 0.97
C -5.37 -3.80 -2.90 -0.87
C 2.13 -0.26 3.78 -0.59
C -6.50 -5.73 -4.11 -0.41
C 3.70 3.89 6.58 -1.02
C 4.55 3.56 4.21 0.33
C -2.65 4.59 3.23 -0.96
B -5.94 -6.66 -2.91 0.57
H 13.18 -1.35 -3.98 0.35
H 7.61 -0.03 -1.34 0.32
H -7.65 -5.78 -4.13 0.26
H -8.74 -2.11 -4.18 0.32
H 11.57 -2.06 -0.90 0.41
H 5.43 5.24 3.28 0.44
H -4.32 -4.22 -2.69 0.50
H -6.18 -6.23 -5.10 0.25
H -8.57 -3.63 -3.00 0.25
H -4.10 0.21 -3.26 0.33
H -4.79 5.04 5.44 0.35
H -6.97 -2.26 6.11 0.35
H 4.32 6.85 7.29 0.35
H -6.05 -3.85 -2.00 0.34
H -3.24 -1.51 -0.07 0.38
H -4.82 -1.95 -4.19 0.44
H 4.96 0.63 -4.64 0.49
H -1.74 4.34 3.75 0.41
H 0.54 -2.35 6.50 0.35
H 3.16 -0.39 3.46 0.47
H -5.89 5.49 1.14 0.43
H 2.96 0.91 0.24 0.65
H 3.24 3.47 7.46 0.44
H -7.48 -7.00 -1.68 0.28
H 4.35 1.86 3.45 0.27
H -5.42 -6.21 1.45 0.29
H -4.80 -2.46 -0.25 0.05
H 0.39 -0.49 -3.87 0.46
H 3.53 -1.98 -3.12 0.34
H 1.00 2.02 1.98 0.08
H 1.82 3.78 -4.26 0.31
H -6.19 -6.49 4.91 0.43
H -2.85 0.21 -1.85 0.29
H 9.24 0.69 -4.42 0.57
H -6.02 -1.63 -2.78 0.31
H -6.18 -1.98 2.65 0.49
H 7.86 2.48 -5.53 0.35
H -2.40 -0.47 -3.48 0.19
H -4.17 -7.31 -2.40 0.32
H -0.19 2.40 -0.52 0.18
H -3.00 -2.58 -2.29 0.25
H -7.09 -3.14 -5.78 0.34
H -4.76 -0.59 -0.52 0.31
H 4.72 5.64 -5.14 0.43
H -1.61 0.06 5.02 0.49
H -2.84 4.80 -0.55 0.33
```

Computed properties:
Charge = +1
E_LUMO = -3.6 eV
Energy relative to the best compared isomer or geometry (same formula, charge and spin) = 3.5244 eV
Electronic energy = -118891.4170 eV